# 1
Computed, not measured: a molecular structure, C16H27BF9O12SZr at a distorted geometry, with the ωB97M-V functional and the def2-TZVPD basis.

Last column: Mulliken charge in e.
Atoms and positions in Å:
1 Zr 23.54 4.79 12.56  1.414
2 B 21.61 4.17 11.51  0.377
3 H 21.76 5.28 11.20  -0.033
4 H 21.66 3.97 12.66  0.092
5 H 20.72 3.55 11.03  -0.095
6 H 22.61 3.62 11.23  0.249
7 O 25.32 4.60 13.67  -0.549
8 C 26.53 4.46 12.91  -0.197
9 C 26.24 4.17 11.40  -0.528
10 O 24.86 4.23 11.06  -0.430
11 H 27.00 3.57 13.33  0.224
12 H 27.16 5.34 12.84  0.380
13 H 26.58 3.16 11.19  0.228
14 H 26.76 4.94 10.83  0.433
15 C 24.72 5.41 18.10  -1.355
16 C 23.96 5.53 16.83  0.233
17 O 22.75 4.70 16.93  -0.261
18 C 22.17 4.29 15.86  0.105
19 O 22.64 4.34 14.74  -0.773
20 C 20.84 3.56 16.15  0.953
21 F 20.43 2.98 15.03  -0.203
22 F 21.08 2.58 17.05  -0.255
23 F 19.94 4.37 16.64  -0.233
24 H 25.11 4.41 18.25  0.341
25 H 24.22 5.79 18.99  0.365
26 H 25.60 6.05 17.93  0.397
27 H 24.58 5.21 16.00  -0.019
28 H 23.58 6.54 16.67  0.262
29 C 21.23 -0.46 10.95  -1.449
30 C 21.98 0.82 11.22  0.127
31 O 23.22 0.48 11.89  -0.242
32 C 23.89 1.29 12.58  0.523
33 O 23.66 2.45 12.85  -0.488
34 C 25.15 0.63 13.19  0.867
35 F 25.11 -0.69 13.08  -0.249
36 F 26.22 1.09 12.54  -0.232
37 F 25.25 0.93 14.48  -0.231
38 H 21.73 -1.19 10.32  0.357
39 H 20.24 -0.18 10.58  0.408
40 H 21.05 -0.98 11.90  0.345
41 H 21.40 1.51 11.83  0.102
42 H 22.23 1.37 10.31  0.272
43 C 21.22 6.93 7.98  -1.249
44 C 22.45 6.07 8.16  0.470
45 O 23.61 6.90 8.35  -0.301
46 C 24.05 7.14 9.53  0.395
47 O 23.63 6.66 10.57  -0.754
48 C 25.08 8.28 9.60  0.804
49 F 24.55 9.30 10.29  -0.248
50 F 26.17 7.86 10.22  -0.210
51 F 25.41 8.71 8.38  -0.237
52 H 21.39 7.82 7.36  0.345
53 H 20.86 7.34 8.93  0.288
54 H 20.41 6.37 7.53  0.408
55 H 22.61 5.41 7.32  0.417
56 H 22.23 5.41 9.00  -0.364
57 C 32.67 4.20 14.06  -0.274
58 C 33.09 3.52 12.77  -0.304
59 O 31.85 3.36 12.03  -0.324
60 S 30.56 3.49 12.94  1.182
61 O 29.93 2.22 12.92  -0.552
62 O 29.84 4.66 12.63  -0.518
63 O 31.36 3.70 14.31  -0.326
64 H 32.68 5.28 13.90  0.273
65 H 33.29 3.90 14.89  0.307
66 H 33.51 2.52 12.92  0.253
67 H 33.77 3.99 12.06  0.285

HOMO: -12.238 eV
maximum force: 0.1045 hartree/bohr
lowest unoccupied orbital energy: -0.142 hartree
energy above the lowest of the compared OMol25 structures with the same formula, charge and spin: 0.00 kJ/mol
total charge: +1
spin multiplicity: 1

---

# 2
Computed, not measured: a molecular structure, C16H27CeN3S4 at a distorted geometry, with the ωB97M-V functional and the def2-TZVPD basis.

Last column: Mulliken spin population.
Atoms and positions in Å:
1 Ce 1.19 -0.11 -0.13  0.988
2 S -0.70 2.10 -0.30  -0.004
3 S -0.40 -2.41 -0.57  -0.003
4 C -2.50 1.95 -0.07  0.000
5 C -0.58 2.29 -2.11  0.002
6 C -0.89 1.05 -2.93  -0.002
7 N 0.03 -0.11 -2.71  -0.002
8 C -0.64 -1.38 -3.18  0.000
9 C -0.20 -2.58 -2.37  0.000
10 H 0.41 2.72 -2.35  -0.001
11 H -1.33 3.05 -2.31  0.000
12 H -0.88 1.35 -3.99  0.000
13 H -1.91 0.72 -2.68  0.000
14 H -0.41 -1.57 -4.24  0.000
15 H -1.72 -1.27 -3.10  0.000
16 H 0.87 -2.79 -2.51  0.000
17 H -0.79 -3.48 -2.62  0.000
18 C -2.21 -2.57 -0.43  0.000
19 H 0.81 0.02 -3.35  0.001
20 H -2.76 -1.67 -0.75  0.000
21 H -2.43 -2.76 0.63  0.000
22 H -2.51 -3.43 -1.03  0.000
23 H -2.70 2.07 1.01  0.000
24 H -2.85 0.96 -0.41  0.000
25 H -2.97 2.78 -0.61  0.000
26 C 3.27 -0.66 -1.24  -0.003
27 C 3.56 -0.59 0.11  0.023
28 H 3.50 0.17 -1.94  0.004
29 H 2.97 -1.61 -1.72  0.000
30 H 4.03 0.28 0.57  0.000
31 H 3.39 -1.44 0.80  0.004
32 C 2.85 2.98 -1.13  0.001
33 C 2.70 2.88 0.35  0.001
34 N 2.06 1.89 0.94  -0.004
35 C 2.02 1.99 2.35  0.002
36 C 2.72 3.09 2.80  0.000
37 S 3.45 3.97 1.49  0.000
38 C 1.20 1.06 3.08  -0.002
39 C 0.81 1.16 4.40  0.000
40 S -0.54 0.12 4.76  -0.001
41 C -0.43 -0.52 3.12  0.000
42 N 0.52 0.03 2.37  -0.003
43 C -1.49 -1.42 2.60  0.000
44 H 2.67 4.02 -1.44  0.000
45 H 3.88 2.71 -1.39  0.000
46 H 2.18 2.32 -1.70  -0.001
47 H 2.83 3.30 3.86  0.000
48 H 1.26 1.87 5.09  0.000
49 H -2.18 -1.66 3.41  0.000
50 H -2.06 -0.88 1.82  0.000
51 H -1.03 -2.34 2.21  0.000

HOMO (alpha / beta): -17.168 / -17.167 eV
maximum force: 0.1022 hartree/bohr
lowest unoccupied orbital energy (alpha / beta): -0.402 / -0.403 hartree
energy above the lowest of the compared OMol25 structures with the same formula, charge and spin: 0.00 kJ/mol
total charge: +3
spin multiplicity: 2